Formula: C26H23BrIN3S3Ti
Source: the Open Molecules 2025 dataset
Level of theory: ωB97M-V/def2-TZVPD

```
58
Properties=species:S:1:pos:R:3
Ti -0.059 -1.559 -0.137
C 2.186 -2.553 -2.868
C 2.634 -2.611 -1.448
N 1.869 -2.340 -0.394
C 2.575 -2.496 0.801
C 3.859 -2.870 0.640
S 4.206 -3.058 -1.022
C 1.835 -2.228 2.030
C 2.191 -2.409 3.318
S 0.907 -1.939 4.348
C -0.064 -1.530 3.025
N 0.546 -1.734 1.862
C -1.452 -1.004 3.165
H 1.656 -1.620 -3.065
H 1.527 -3.394 -3.094
H 3.034 -2.604 -3.549
H 4.610 -3.046 1.395
H 3.117 -2.793 3.718
H -1.490 -0.207 3.907
H -2.129 -1.791 3.501
H -1.814 -0.612 2.216
N -0.018 0.374 -0.284
S 0.651 1.486 0.761
C 2.135 2.057 -0.048
C 2.625 1.440 -1.189
C 3.803 1.919 -1.746
C 4.471 2.983 -1.157
C 3.968 3.581 -0.005
C 2.792 3.119 0.562
C -0.414 2.884 0.688
C -0.473 3.683 -0.452
C -1.340 4.759 -0.452
C -2.117 5.031 0.674
C -2.036 4.232 1.806
C -1.178 3.143 1.821
H -0.382 0.825 -1.122
H 2.098 0.615 -1.648
H 4.195 1.467 -2.648
H 5.387 3.354 -1.598
H 4.490 4.411 0.450
H 2.392 3.592 1.451
H 0.166 3.489 -1.306
H -1.400 5.401 -1.320
H -2.780 5.886 0.669
H -2.631 4.463 2.680
H -1.089 2.522 2.704
Br -1.902 -3.466 0.327
C -3.429 -2.979 -0.743
C -4.656 -3.394 -0.268
C -5.789 -3.099 -1.015
C -5.679 -2.399 -2.208
C -4.437 -1.987 -2.672
C -3.304 -2.283 -1.933
I -1.450 -1.720 -2.730
H -4.735 -3.947 0.659
H -6.756 -3.424 -0.659
H -6.562 -2.173 -2.790
H -4.359 -1.449 -3.608
```

**Frontier orbital gap (spin up / spin down)**: 7.14 / 7.46 eV
**E_tot**: -165546.39052 eV
**Charge**: +3
**Multiplicity**: 2
**Maximum force**: 0.26 eV/Å
**ΔE to the lowest compared entry with this formula, charge and spin**: 0.0 kJ/mol



Formula: C26H23ClN3O2RhS3Si
Source: the Open Molecules 2025 dataset
Level of theory: ωB97M-V/def2-TZVPD

```
60
Properties=species:S:1:pos:R:3
Rh 1.865 -0.835 -0.581
C 4.751 1.086 0.430
C 4.926 -0.404 0.329
N 3.936 -1.227 0.212
C 4.342 -2.545 0.104
C 5.685 -2.702 0.166
S 6.451 -1.177 0.323
C 3.283 -3.549 -0.083
C 3.378 -4.897 -0.162
S 1.824 -5.565 -0.414
C 1.120 -3.998 -0.402
N 2.001 -3.063 -0.211
C -0.337 -3.735 -0.595
H 3.023 1.194 1.604
H 5.066 1.533 -0.516
H 5.415 1.479 1.206
H 6.261 -3.612 0.100
H 4.258 -5.517 -0.098
H -0.892 -4.655 -0.765
H -0.476 -3.065 -1.445
H -0.737 -3.219 0.278
Cl 2.323 -0.898 -2.854
O 2.197 3.528 1.478
S 2.860 2.984 0.275
N 3.348 1.412 0.666
O 0.070 -0.394 0.192
Si -1.236 0.543 0.090
C -1.018 2.016 -1.060
C -0.165 1.937 -2.168
C -0.020 3.004 -3.048
C -0.730 4.177 -2.836
C -1.584 4.278 -1.744
C -1.724 3.209 -0.869
C -1.685 1.197 1.788
C -0.670 1.433 2.720
C -0.941 2.012 3.952
C -2.243 2.367 4.279
C -3.269 2.136 3.372
C -2.989 1.558 2.140
C -2.695 -0.465 -0.540
C -3.099 -0.423 -1.877
C -4.139 -1.221 -2.342
C -4.803 -2.074 -1.472
C -4.423 -2.132 -0.137
C -3.380 -1.335 0.319
H 0.391 1.029 -2.363
H 0.644 2.915 -3.900
H -0.620 5.012 -3.518
H -2.138 5.193 -1.572
H -2.383 3.311 -0.013
H 0.349 1.157 2.469
H -0.138 2.194 4.657
H -2.458 2.823 5.237
H -4.287 2.407 3.625
H -3.802 1.377 1.443
H -2.595 0.245 -2.568
H -4.435 -1.172 -3.383
H -5.620 -2.689 -1.831
H -4.942 -2.792 0.547
H -3.094 -1.386 1.365
```

**Frontier orbital gap (spin up / spin down)**: 7.93 / 7.49 eV
**E_tot**: -91815.89051 eV
**Charge**: 0
**Multiplicity**: 5
**Maximum force**: 0.49 eV/Å
**ΔE to the lowest compared entry with this formula, charge and spin**: 0.0 kJ/mol



Formula: C26H23F4N
Source: the Open Molecules 2025 dataset
Level of theory: ωB97M-V/def2-TZVPD

```
54
Properties=species:S:1:pos:R:3
F -5.373 11.491 -0.843
C -4.944 10.281 -0.404
C -5.829 9.169 -0.507
C -5.377 7.914 -0.119
C -4.052 7.825 0.385
C -3.264 8.914 0.437
C -3.680 10.178 0.068
H -6.850 9.257 -0.848
H -6.061 7.084 -0.213
H -3.649 6.834 0.536
H -2.261 8.754 0.804
H -3.027 11.036 0.118
F -2.433 -0.332 2.415
C -1.982 -1.579 2.296
C -1.928 -2.358 3.448
C -1.637 -3.724 3.393
C -1.199 -4.259 2.195
C -1.062 -3.398 1.108
C -1.577 -2.078 1.129
H -2.319 -1.897 4.343
H -1.702 -4.314 4.296
H -0.917 -5.287 2.022
H -0.634 -3.771 0.189
H -1.654 -1.488 0.228
F 3.964 -0.096 -1.997
C 5.000 -0.235 -1.184
C 5.465 -1.438 -0.752
C 6.534 -1.515 0.147
C 7.193 -0.331 0.452
C 6.701 0.908 0.006
C 5.533 0.966 -0.758
H 4.966 -2.319 -1.129
H 6.856 -2.481 0.509
H 8.088 -0.426 1.048
H 7.271 1.781 0.290
H 5.042 1.889 -1.031
F 4.943 -6.812 -6.285
C 4.109 -5.755 -6.600
C 2.830 -5.662 -6.060
C 1.991 -4.583 -6.354
C 2.508 -3.533 -7.189
C 3.727 -3.686 -7.799
C 4.581 -4.771 -7.501
H 2.460 -6.383 -5.345
H 0.988 -4.455 -5.973
H 1.937 -2.655 -7.455
H 4.082 -3.043 -8.591
H 5.479 -4.765 -8.101
C -6.838 -2.125 10.107
C -5.827 -3.164 10.253
N -5.005 -3.977 10.347
H -6.398 -1.297 9.551
H -6.950 -1.834 11.152
H -7.819 -2.456 9.765
```

**Frontier orbital gap**: 9.90 eV
**E_tot**: -39693.15363 eV
**Charge**: 0
**Maximum force**: 2.93 eV/Å
**ΔE to the lowest compared entry with this formula, charge and spin**: 0.0 kJ/mol
**Structure (SMILES)**: Fc1ccccc1.Fc1ccccc1.Fc1ccccc1.Fc1ccccc1.CC#N



Formula: C26H23F9N2O
Source: the Open Molecules 2025 dataset
Level of theory: ωB97M-V/def2-TZVPD

```
61
Properties=species:S:1:pos:R:3
F -4.678 -1.470 6.389
C -5.370 -1.941 5.308
F -5.310 -3.307 5.359
F -6.685 -1.595 5.497
C -4.831 -1.401 4.012
C -4.963 -2.156 2.846
C -4.410 -1.701 1.673
C -3.556 -0.516 1.633
O -2.744 -0.277 0.697
C -3.679 0.329 2.820
C -4.239 -0.137 3.986
H -5.499 -3.103 2.870
H -4.511 -2.283 0.760
H -3.214 1.311 2.794
H -4.219 0.472 4.887
C 3.915 1.591 3.870
N 3.493 0.238 3.586
C 4.252 -0.819 4.239
C 5.434 -1.174 3.382
F 6.260 -2.109 3.918
F 4.991 -1.645 2.163
F 6.185 -0.051 3.110
C 2.606 -0.036 2.571
C 1.487 -0.891 2.757
C 0.581 -1.063 1.735
C 0.839 -0.575 0.411
C -0.180 -0.689 -0.565
C -0.177 -0.231 -1.909
C -1.293 -0.571 -2.740
C -1.354 -0.199 -4.063
C -0.250 0.445 -4.677
N -0.305 0.883 -5.992
C 0.493 0.282 -7.035
C -0.975 2.132 -6.342
C -0.071 3.294 -6.049
F -0.535 4.491 -6.493
F 0.122 3.396 -4.687
F 1.174 3.090 -6.604
C 0.889 0.728 -3.887
C 0.842 0.564 -2.520
C 2.130 0.008 0.205
C 2.859 0.477 1.276
H 3.089 2.282 3.652
H 4.173 1.659 4.935
H 4.788 1.885 3.269
H 4.621 -0.436 5.196
H 3.625 -1.710 4.342
H 1.341 -1.336 3.743
H -0.362 -1.579 1.911
H -1.067 -1.229 -0.261
H -2.116 -1.116 -2.280
H -2.225 -0.405 -4.689
H 0.628 -0.786 -6.819
H -0.037 0.397 -7.989
H 1.485 0.754 -7.116
H -1.191 2.119 -7.416
H -1.873 2.241 -5.724
H 1.767 1.148 -4.384
H 1.589 1.074 -1.920
H 2.564 0.082 -0.789
H 3.699 1.165 1.149
```

**Frontier orbital gap**: 3.20 eV
**E_tot**: -56817.94083 eV
**Charge**: 0
**Maximum force**: 1.81 eV/Å